# 1
The following is a DFT calculation (ωB97M-V with the def2-TZVPD basis set) of a structure of composition C20H56N5O6Sr.

Output
Energy relative to the best compared isomer or geometry (same formula, charge and spin) = 322.0 kJ/mol
F_max = 4.30 eV Å⁻¹
Net charge = +1
HOMO energy = -10.7189 eV

Each line ends with the Löwdin charge.
Cartesian coordinates (Å):
Sr1 -2.469 0.094 -3.227  1.605
O1 -0.975 -0.129 -1.369  -0.551
H1 -0.801 0.417 -0.577  -0.034
C1 3.655 1.457 -3.207  -0.037
C2 2.798 0.592 -2.209  -0.415
C3 2.489 1.461 -0.989  -0.194
O2 3.617 1.732 -0.133  -0.178
C4 4.075 0.634 0.629  -0.103
N1 1.559 0.151 -2.842  0.042
H2 4.052 0.823 -4.000  0.075
H3 4.531 1.604 -2.574  0.072
H4 3.231 2.420 -3.490  0.075
H5 3.404 -0.259 -1.898  0.129
H6 1.761 0.910 -0.394  0.096
H7 2.106 2.463 -1.184  0.102
H8 3.979 -0.334 0.137  0.075
H9 3.549 0.540 1.579  0.076
H10 5.129 0.737 0.887  0.093
H11 1.077 -0.283 -2.068  0.013
H12 1.034 0.956 -3.154  0.047
C5 -4.727 -3.951 -2.534  -0.040
C6 -4.443 -2.464 -2.647  -0.424
C7 -4.698 -1.678 -1.330  -0.236
O3 -4.321 -0.381 -1.244  -0.277
C8 -4.208 0.389 -0.014  -0.023
N2 -3.062 -2.406 -3.076  -0.090
H13 -5.778 -4.194 -2.687  0.087
H14 -4.582 -4.257 -1.498  0.094
H15 -4.237 -4.597 -3.262  0.092
H16 -5.130 -1.981 -3.342  0.133
H17 -4.115 -2.339 -0.689  0.123
H18 -5.733 -1.704 -0.988  0.146
H19 -5.172 0.392 0.494  0.101
H20 -4.011 1.428 -0.279  0.068
H21 -3.371 0.089 0.616  0.095
H22 -2.524 -2.871 -2.358  0.024
H23 -2.963 -3.079 -3.822  0.084
C9 3.174 -0.845 5.252  -0.009
C10 1.867 -0.113 5.714  -0.473
C11 0.688 -0.072 4.869  -0.217
O4 1.140 0.371 3.599  -0.210
C12 0.201 0.683 2.632  -0.123
N3 1.559 -0.632 7.013  0.024
H24 3.748 -0.221 4.567  0.073
H25 2.804 -1.726 4.727  0.066
H26 3.734 -1.205 6.115  0.075
H27 2.032 0.947 5.905  0.135
H28 -0.215 0.408 5.244  0.137
H29 0.405 -1.115 4.728  0.124
H30 -0.397 -0.211 2.456  0.085
H31 0.755 1.024 1.757  0.075
H32 -0.403 1.518 2.985  0.089
H33 2.351 -0.501 7.626  0.075
H34 0.829 -0.060 7.412  0.075
C13 0.506 -3.721 -2.613  -0.033
C14 0.015 -3.638 -1.125  -0.370
C15 1.057 -3.270 -0.097  -0.196
O5 0.610 -3.557 1.242  -0.170
C16 1.393 -2.887 2.207  -0.107
N4 -1.190 -2.761 -1.089  0.024
H35 -0.244 -3.449 -3.356  0.057
H36 0.921 -4.682 -2.917  0.075
H37 1.340 -3.027 -2.710  0.063
H38 -0.307 -4.652 -0.887  0.135
H39 1.373 -2.228 -0.143  0.114
H40 1.997 -3.794 -0.267  0.131
H41 2.436 -2.902 1.891  0.088
H42 1.300 -3.416 3.155  0.096
H43 1.212 -1.832 2.415  0.058
H44 -0.909 -1.803 -1.242  -0.013
H45 -1.308 -2.778 -0.086  0.079
C17 -2.165 4.258 -0.029  -0.033
C18 -1.601 4.029 -1.394  -0.462
C19 -0.115 4.173 -1.538  -0.192
O6 0.331 5.537 -1.331  -0.180
C20 1.667 5.715 -0.949  -0.108
N5 -1.941 2.722 -1.844  0.014
H46 -1.564 3.896 0.805  0.089
H47 -3.160 3.818 -0.104  0.076
H48 -2.318 5.335 0.044  0.092
H49 -1.947 4.889 -1.967  0.153
H50 0.340 3.735 -2.426  0.123
H51 0.341 3.655 -0.694  0.109
H52 1.806 6.796 -0.967  0.095
H53 2.245 5.218 -1.728  0.084
H54 2.044 5.370 0.014  0.091
H55 -1.770 2.552 -2.825  0.030
H56 -1.391 2.067 -1.306  0.036

# 2
The following is a DFT calculation (ωB97M-V with the def2-TZVPD basis set) of a structure of composition C20H57CuO26P6.

Output
Multiplicity = 2
F_max = 1.62 eV Å⁻¹
Expectation value of S² = 0.752
Net charge = +1
HOMO energy (spin up / spin down) = -10.6756 / -10.5313 eV

Each line ends with the Löwdin charge.
Cartesian coordinates (Å):
Cu1 -0.225 0.421 0.394  0.752
C1 -2.326 3.064 2.858  0.005
C2 -1.429 2.263 1.958  -0.706
O1 -0.751 1.301 2.429  -0.041
O2 -1.453 2.413 0.717  -0.044
H1 -1.770 3.481 3.696  0.082
H2 -3.132 2.427 3.220  0.080
H3 -2.765 3.880 2.286  0.081
C3 4.485 2.954 2.753  -0.083
O3 3.295 2.294 2.329  -0.209
P1 2.637 2.609 0.906  0.437
O4 1.718 1.579 0.407  -0.217
O5 1.963 4.038 1.091  -0.180
C4 0.959 4.491 0.186  -0.074
O6 3.872 2.949 -0.046  -0.207
C5 4.776 1.899 -0.369  -0.089
H4 5.242 2.233 3.064  0.086
H5 4.273 3.539 3.651  0.098
H6 4.879 3.632 2.000  0.091
H7 0.009 4.606 0.702  0.089
H8 0.770 3.769 -0.612  0.053
H9 1.255 5.418 -0.302  0.096
H10 5.624 2.345 -0.886  0.099
H11 4.307 1.164 -1.026  0.066
H12 5.172 1.359 0.494  0.091
C6 -0.387 2.003 -5.535  -0.093
O7 -0.602 1.580 -4.189  -0.219
P2 0.116 2.243 -2.902  0.412
O8 -0.071 1.379 -1.738  -0.218
O9 -0.561 3.673 -2.737  -0.191
C7 -0.576 4.653 -3.757  -0.094
O10 1.612 2.563 -3.323  -0.212
C8 2.553 1.539 -3.677  -0.047
H13 -1.264 2.527 -5.912  0.093
H14 -0.252 1.095 -6.125  0.091
H15 0.505 2.619 -5.652  0.081
H16 -1.523 4.726 -4.298  0.092
H17 0.262 4.514 -4.437  0.082
H18 -0.501 5.665 -3.350  0.096
H19 2.192 0.557 -3.370  0.081
H20 3.471 1.737 -3.126  0.081
H21 2.740 1.637 -4.744  0.096
C9 -3.575 -2.079 -2.416  -0.058
O11 -3.484 -0.672 -2.697  -0.204
P3 -3.316 0.359 -1.504  0.421
O12 -2.186 0.047 -0.622  -0.230
O13 -4.727 0.282 -0.761  -0.200
C10 -4.897 0.799 0.559  -0.065
O14 -3.256 1.806 -2.168  -0.197
C11 -4.305 2.255 -3.019  -0.080
H22 -3.838 -2.196 -1.366  0.079
H23 -2.643 -2.576 -2.688  0.075
H24 -4.336 -2.483 -3.084  0.097
H25 -5.470 0.075 1.140  0.082
H26 -5.492 1.707 0.479  0.096
H27 -3.964 0.951 1.101  0.076
H28 -4.754 1.441 -3.595  0.091
H29 -3.901 3.063 -3.621  0.087
H30 -5.157 2.627 -2.439  0.092
C12 -1.038 -2.610 4.268  -0.084
O15 -1.694 -3.205 3.157  -0.214
P4 -2.296 -2.257 2.019  0.411
O16 -1.285 -1.517 1.269  -0.214
O17 -3.367 -1.331 2.759  -0.198
C13 -4.439 -1.977 3.446  -0.092
O18 -3.189 -3.291 1.218  -0.193
C14 -2.594 -4.410 0.587  -0.089
H31 -0.030 -3.023 4.379  0.082
H32 -1.586 -2.792 5.190  0.098
H33 -0.815 -1.548 4.127  0.086
H34 -4.299 -3.039 3.647  0.091
H35 -5.370 -1.840 2.895  0.087
H36 -4.558 -1.491 4.417  0.097
H37 -3.093 -5.330 0.902  0.099
H38 -1.527 -4.562 0.745  0.080
H39 -2.772 -4.342 -0.488  0.080
C15 3.450 -1.778 -1.084  -0.069
O19 2.457 -2.820 -1.005  -0.204
P5 0.999 -2.409 -1.512  0.432
O20 0.408 -1.189 -0.968  -0.209
O21 1.164 -2.388 -3.105  -0.208
C16 0.156 -1.823 -3.925  -0.090
O22 0.164 -3.728 -1.184  -0.224
C17 0.249 -4.937 -1.939  -0.078
H40 3.468 -1.410 -2.110  0.082
H41 4.411 -2.211 -0.817  0.099
H42 3.266 -0.964 -0.380  0.068
H43 -0.579 -2.566 -4.240  0.092
H44 0.641 -1.371 -4.791  0.091
H45 -0.403 -1.006 -3.461  0.073
H46 0.491 -5.732 -1.227  0.094
H47 1.082 -4.892 -2.637  0.092
H48 -0.696 -5.242 -2.386  0.091
C18 1.554 -3.777 1.977  -0.092
O23 2.490 -2.947 2.659  -0.180
P6 2.280 -1.362 2.697  0.429
O24 1.518 -0.782 1.585  -0.223
O25 1.717 -1.035 4.140  -0.224
C19 1.678 0.311 4.622  -0.069
O26 3.798 -0.832 2.691  -0.217
C20 4.715 -1.131 3.724  -0.103
H49 1.313 -4.642 2.596  0.099
H50 1.960 -4.130 1.030  0.078
H51 0.612 -3.269 1.759  0.062
H52 2.501 0.506 5.310  0.093
H53 0.747 0.410 5.179  0.095
H54 1.651 1.058 3.833  0.072
H55 4.196 -1.423 4.644  0.090
H56 5.287 -0.258 4.048  0.085
H57 5.408 -1.910 3.413  0.094